Computed, not measured: a molecular structure, C28H36BrIrN2O4 at a distorted geometry, with ωB97M-V/def2-TZVPD.

The geometry in XYZ format:
```
72
Properties=species:S:1:pos:R:3:forces:R:3
Ir -1.366 0.467 -0.526 1.1 0.7 -0.9
C 5.430 2.880 1.032 0.0 0.0 0.0
C 5.423 2.150 -0.318 0.0 0.0 0.0
C 6.606 1.182 -0.346 0.0 0.0 0.0
C 5.613 3.172 -1.446 0.0 0.0 0.0
C 4.086 1.430 -0.494 0.0 0.0 0.0
C 2.914 2.167 -0.558 0.0 0.0 0.0
C 1.722 1.487 -0.686 0.1 0.0 0.1
Br 0.077 2.449 -0.772 0.0 0.1 0.1
C 1.576 0.106 -0.745 0.0 0.0 0.0
O 0.392 -0.475 -0.867 -0.4 -0.4 0.3
C 2.774 -0.650 -0.711 0.0 0.0 0.0
C 3.973 0.040 -0.579 0.0 0.0 0.0
C 2.734 -2.174 -0.847 0.0 0.0 0.0
C 2.146 -2.547 -2.217 0.0 0.0 0.0
C 1.876 -2.798 0.264 0.0 0.0 0.0
C 4.132 -2.790 -0.757 0.0 0.0 0.0
H 6.365 3.430 1.162 0.0 0.0 0.0
H 5.332 2.170 1.856 0.0 0.0 0.0
H 4.607 3.593 1.104 0.0 0.0 0.0
H 7.536 1.742 -0.232 0.0 0.0 0.0
H 6.660 0.637 -1.291 0.0 0.0 0.0
H 6.555 0.456 0.467 0.0 0.0 0.0
H 6.590 3.654 -1.360 0.0 0.0 0.0
H 4.854 3.956 -1.413 0.0 0.0 0.0
H 5.555 2.688 -2.423 0.0 0.0 0.0
H 2.920 3.248 -0.506 0.0 0.0 0.0
H 4.880 -0.541 -0.541 0.0 0.0 0.0
H 1.138 -2.153 -2.333 0.0 0.0 0.0
H 2.105 -3.634 -2.317 0.0 0.0 0.0
H 2.771 -2.155 -3.023 0.0 0.0 0.0
H 0.833 -2.510 0.161 0.0 0.0 0.0
H 2.235 -2.493 1.250 0.0 0.0 0.0
H 1.935 -3.887 0.202 0.0 0.0 0.0
H 4.796 -2.422 -1.542 0.0 0.0 0.0
H 4.047 -3.871 -0.880 0.0 0.0 0.0
H 4.600 -2.603 0.212 0.0 0.0 0.0
C -1.283 0.466 4.249 0.0 0.0 0.0
C -0.785 -0.619 3.542 0.0 0.0 0.0
C -0.786 -0.621 2.153 0.0 0.0 -0.1
C -1.285 0.474 1.457 -0.4 0.2 0.1
C -1.786 1.565 2.168 0.1 0.0 -0.1
C -1.780 1.561 3.557 0.0 0.0 0.0
H -1.284 0.458 5.332 0.0 0.0 0.0
H -0.396 -1.480 4.072 0.0 0.0 0.0
H -0.404 -1.477 1.612 0.0 0.0 0.0
H -2.174 2.425 1.635 0.0 0.0 0.0
H -2.172 2.415 4.096 0.0 0.0 0.0
C -5.544 0.790 1.825 0.0 0.0 0.0
C -6.010 0.884 0.378 0.0 0.0 0.0
C -5.310 -0.120 -0.555 0.0 0.0 0.0
C -5.836 0.053 -2.002 0.0 0.0 0.0
C -5.203 -0.881 -3.026 0.0 0.0 0.0
C -5.636 -1.536 -0.093 0.0 0.0 0.0
O -6.773 -1.894 0.100 0.0 0.0 0.0
N -4.580 -2.404 0.077 0.0 0.0 0.0
C -3.217 -2.142 -0.081 0.1 0.0 -0.2
O -2.388 -2.991 0.105 0.0 0.0 0.0
N -2.919 -0.850 -0.476 -0.1 -0.1 0.2
C -3.835 0.110 -0.563 0.1 0.1 0.1
O -3.309 1.263 -0.687 -0.4 -0.5 0.4
H -6.089 1.499 2.448 0.0 0.0 0.0
H -4.481 1.011 1.924 0.0 0.0 0.0
H -5.723 -0.206 2.235 0.0 0.0 0.0
H -5.834 1.884 -0.022 0.0 0.0 0.0
H -7.078 0.678 0.313 0.0 0.0 0.0
H -5.667 1.095 -2.281 0.0 0.0 0.0
H -6.914 -0.107 -1.957 0.0 0.0 0.0
H -4.134 -0.693 -3.144 0.0 0.0 0.0
H -5.670 -0.741 -4.000 0.0 0.0 0.0
H -5.332 -1.929 -2.750 0.0 0.0 0.0
H -4.807 -3.342 0.376 0.0 0.0 0.0
```
Forces are in eV/Å.

The calculation puts the HOMO-LUMO gap at 7.79 eV. As for the total charge: 0. The LUMO energy comes out at -0.02 eV. Its HOMO energy is -7.81 eV. The value obtained for the largest force on an atom is 1.599 eV/Å.

Results of the Mulliken charge analysis, in e, for atoms 1 through 2:
1. Ir 1.398
2. C -1.632


Computed, not measured: a molecular structure, C28H36F3O4V at a distorted geometry, with ωB97M-V/def2-TZVPD.

The geometry in XYZ format:
```
72
Properties=species:S:1:pos:R:3:forces:R:3
V 11.249 -34.582 0.970 0.2 3.2 -3.8
C 12.263 -32.518 -1.782 0.1 -0.1 0.1
O 12.076 -33.266 -0.613 -1.4 -2.2 2.7
H 11.843 -31.512 -1.764 0.0 0.1 0.6
H 13.334 -32.425 -1.962 0.1 0.0 -0.2
H 11.780 -32.939 -2.664 0.0 -0.6 -0.2
C 12.519 -28.249 -5.372 0.4 0.8 -0.9
C 12.669 -29.586 -4.766 2.1 0.9 1.1
O 11.803 -30.394 -4.788 -2.7 -2.2 -0.3
C 13.942 -29.927 -4.008 -0.3 0.8 -0.2
H 12.287 -27.493 -4.622 -0.4 -0.1 0.2
H 11.787 -28.269 -6.179 -0.2 0.1 0.3
H 13.457 -27.873 -5.780 0.2 -0.2 -0.1
H 13.676 -30.390 -3.058 0.0 0.0 0.0
H 14.483 -28.995 -3.847 0.5 -0.4 0.1
H 14.502 -30.654 -4.596 0.2 0.2 0.0
C 10.011 -29.335 -1.370 0.8 1.3 0.2
C 11.044 -28.575 -0.538 1.0 2.4 1.7
O 11.136 -27.343 -0.437 -0.7 -2.8 -0.9
C 12.004 -29.448 0.280 -0.4 0.3 -0.6
H 10.598 -29.854 -2.128 -0.3 -0.3 -0.2
H 9.379 -28.578 -1.835 -0.3 -0.3 0.0
H 9.486 -30.024 -0.709 -0.1 0.0 -0.2
H 11.397 -30.209 0.770 0.3 -0.3 0.0
H 12.594 -28.896 1.012 -0.3 0.2 -0.1
H 12.703 -29.877 -0.437 0.0 -0.4 0.1
C 8.468 -34.179 -2.123 0.4 0.3 1.5
C 8.421 -33.518 -0.754 -3.2 1.0 -2.4
O 9.124 -33.875 0.131 3.1 -1.5 3.1
C 7.454 -32.363 -0.524 0.5 -1.2 0.2
H 8.921 -35.138 -1.868 -0.2 -0.2 -0.8
H 9.176 -33.569 -2.684 -0.1 -0.1 -0.3
H 7.478 -34.232 -2.575 0.3 -0.1 -0.1
H 6.477 -32.481 -0.992 0.3 0.0 -0.4
H 8.039 -31.549 -0.952 -0.5 0.6 0.2
H 7.261 -32.301 0.547 0.4 0.5 -0.1
F 11.901 -38.195 -6.751 0.1 0.1 -0.4
C 12.295 -37.523 -5.671 -0.6 -0.5 1.7
C 13.612 -37.534 -5.255 1.1 -0.2 -0.9
C 14.040 -36.947 -4.090 -0.6 0.2 -0.1
C 13.107 -36.303 -3.304 -1.4 0.8 0.7
C 11.739 -36.282 -3.636 0.7 -1.7 -2.1
C 11.317 -37.025 -4.814 0.8 1.6 1.1
H 14.419 -37.975 -5.821 -0.4 -0.3 -0.6
H 15.100 -36.986 -3.886 -0.1 0.1 0.4
H 13.380 -35.779 -2.400 0.3 0.1 0.1
H 11.007 -35.732 -3.064 0.0 -0.2 0.3
H 10.271 -37.146 -5.052 -0.1 0.0 -0.1
F 6.441 -33.579 -7.114 2.1 0.2 0.7
C 7.678 -33.505 -6.612 -1.1 0.3 0.3
C 8.004 -32.519 -5.659 0.8 1.2 1.4
C 9.290 -32.472 -5.076 -3.3 0.6 -1.6
C 10.184 -33.440 -5.486 1.5 0.7 1.4
C 9.903 -34.427 -6.439 -0.7 0.0 -0.6
C 8.654 -34.406 -6.983 0.1 -1.9 -1.7
H 7.233 -31.803 -5.412 0.0 0.2 0.1
H 9.541 -31.628 -4.450 0.3 -0.2 0.2
H 11.134 -33.347 -4.980 0.5 -0.4 -0.3
H 10.672 -35.122 -6.742 -0.1 -0.1 -0.1
H 8.335 -35.077 -7.767 0.3 -0.4 -0.1
F 16.445 -33.529 1.055 0.0 0.1 -0.3
C 16.759 -33.664 -0.255 -0.1 -0.1 -0.4
C 18.072 -33.702 -0.636 0.4 0.4 -0.4
C 18.384 -33.848 -2.006 -1.2 -0.5 0.8
C 17.350 -34.082 -2.932 0.4 0.3 0.7
C 16.008 -34.099 -2.497 0.8 0.8 -0.1
C 15.740 -33.795 -1.178 -0.3 -0.9 0.9
H 18.778 -33.550 0.167 0.5 -0.1 -0.3
H 19.417 -33.872 -2.321 0.0 0.1 0.0
H 17.690 -34.199 -3.950 -0.5 -0.2 -0.2
H 15.134 -34.216 -3.121 0.3 -0.2 -0.5
H 14.749 -33.859 -0.753 -0.4 0.2 -0.2
```
Forces are in eV/Å.

The calculation puts the HOMO-LUMO gap (spin up / spin down) at 5.30 / 2.65 eV. As for the total charge: +2. As for the expectation value of S²: 6.084. The multiplicity is 5. The LUMO energy (spin up / spin down) comes out at -7.79 / -10.44 eV. Its HOMO energy (spin up / spin down) is -13.09 / -13.09 eV. The value obtained for the largest force on an atom is 4.971 eV/Å.

Results of the Mulliken charge analysis, in e, for atoms 1 through 2:
1. V 1.246
2. C 0.943


Computed, not measured: a molecular structure, C28H36IrN4S at a distorted geometry, with ωB97M-V/def2-TZVPD.

The geometry in XYZ format:
```
70
Properties=species:S:1:pos:R:3:forces:R:3
Ir -0.721 -0.240 0.445 0.1 -0.8 -1.1
C -2.617 -1.454 -1.684 0.0 0.3 -0.2
C -2.921 -0.150 -2.421 0.1 0.1 0.2
C -3.610 0.920 -1.585 -0.2 0.0 0.0
C -1.697 0.379 -3.151 0.0 -0.1 -0.1
C -1.837 0.467 -4.533 0.0 -0.1 0.1
C -0.820 0.916 -5.351 0.1 0.0 0.0
C 0.402 1.203 -4.784 0.0 -0.1 0.0
C 0.626 1.103 -3.410 0.1 0.0 0.1
C 2.110 1.303 -3.029 -0.1 -0.1 0.2
C 2.560 2.764 -2.880 0.0 0.0 0.0
C 2.644 0.424 -1.888 -0.2 -0.1 -0.3
C -0.467 0.772 -2.573 0.0 0.3 0.1
N -0.301 0.988 -1.146 -0.1 -0.1 -0.5
C 0.201 2.131 -0.771 0.1 0.1 -0.2
C 0.704 2.194 0.523 -0.1 -0.2 0.4
C 1.426 3.110 1.280 0.1 0.2 -0.1
C 1.823 2.445 2.426 0.0 -0.1 0.0
C 1.325 1.125 2.381 -0.1 0.2 0.0
N 0.657 0.981 1.216 0.0 -0.2 0.6
C 1.613 0.101 3.465 0.0 0.1 -0.1
C 0.708 -1.123 3.457 0.1 -0.1 0.0
C 1.463 0.781 4.835 0.0 0.0 0.0
C 3.068 -0.363 3.285 0.0 0.0 -0.1
H -3.481 -1.873 -1.170 0.0 0.1 0.1
H -1.795 -1.319 -0.964 0.1 0.0 0.4
H -2.208 -2.189 -2.380 -0.1 -0.1 0.0
H -3.628 -0.431 -3.204 0.0 0.0 0.0
H -2.962 1.322 -0.816 0.1 0.0 0.0
H -4.500 0.518 -1.096 0.0 0.0 0.0
H -3.923 1.748 -2.224 0.0 0.0 0.0
H -2.787 0.187 -4.971 0.0 0.0 0.0
H -0.972 1.004 -6.419 0.0 0.0 0.0
H 1.232 1.488 -5.420 0.0 0.0 0.0
H 2.624 0.940 -3.921 0.0 0.0 0.0
H 2.365 3.162 -1.885 0.0 0.0 0.0
H 2.078 3.409 -3.616 0.0 0.0 0.0
H 3.638 2.827 -3.035 0.0 0.0 0.0
H 2.460 0.828 -0.897 -0.1 0.0 0.1
H 3.724 0.313 -1.996 0.0 0.0 0.0
H 2.190 -0.569 -1.954 0.1 0.2 0.0
H 0.264 2.944 -1.481 0.1 0.1 0.0
H 1.664 4.123 0.995 0.0 0.0 0.0
H 2.432 2.849 3.217 0.0 0.0 0.0
H -0.318 -0.865 3.714 0.0 0.0 0.0
H 1.076 -1.827 4.208 0.0 0.0 0.0
H 0.715 -1.640 2.499 0.0 0.0 0.0
H 0.465 1.208 4.950 0.0 0.0 0.0
H 2.194 1.575 4.980 0.0 0.0 0.0
H 1.617 0.043 5.625 0.0 0.0 0.0
H 3.188 -0.901 2.341 0.0 0.0 0.0
H 3.351 -1.032 4.101 0.0 0.0 0.0
H 3.755 0.483 3.279 0.0 0.0 0.0
S -2.258 1.035 1.644 -0.2 0.1 0.1
C -2.706 -0.542 2.215 0.0 0.1 0.1
C -3.776 -0.929 3.012 -0.1 -0.1 0.1
C -3.931 -2.275 3.280 0.0 0.1 0.0
C -3.040 -3.211 2.749 0.1 0.1 -0.1
C -1.999 -2.755 1.974 0.1 -0.1 0.0
N -1.830 -1.449 1.734 0.0 0.3 0.3
H -4.463 -0.187 3.393 0.0 0.0 0.0
H -4.755 -2.606 3.899 0.0 0.0 0.0
H -3.153 -4.267 2.941 0.0 0.0 0.0
H -1.267 -3.423 1.535 0.0 0.0 0.0
C 2.395 -3.418 -0.970 0.0 0.1 0.0
C 1.410 -2.434 -0.543 0.1 -0.2 0.1
N 0.645 -1.659 -0.196 0.0 0.1 -0.2
H 3.086 -2.951 -1.671 0.0 0.0 0.0
H 1.895 -4.252 -1.457 0.0 0.0 0.0
H 2.950 -3.779 -0.106 0.0 0.0 0.0
```
Forces are in eV/Å.

The calculation puts the HOMO-LUMO gap at 6.97 eV. As for the total charge: +1. The LUMO energy comes out at -3.39 eV. Its HOMO energy is -10.36 eV. The value obtained for the largest force on an atom is 1.347 eV/Å.

Results of the Mulliken charge analysis, in e, for atoms 1 through 2:
1. Ir 0.579
2. C -0.642


> Which of these has the lowest total charge?

C28H36BrIrN2O4


> Among the records above, which one has the lowest total charge?

C28H36BrIrN2O4


> What is the total charge in the first record?

0